(1)
DFT (ωB97M-V/def2-TZVPD) results for 3 unconnected molecules or ions with the total composition C20H23F4IN2O9.

Element x y z (Å)
C -2.471 -2.458 -0.966
N -2.616 -2.684 0.509
C -1.335 -3.131 1.143
C -0.181 -2.037 1.048
C -0.582 -0.550 0.951
C 0.511 0.582 0.881
C -0.042 2.067 0.758
F 0.824 2.977 0.101
F -1.225 1.982 -0.069
C -0.567 2.588 2.196
F -1.960 2.199 2.258
F 0.074 1.923 3.271
C 1.996 0.159 0.936
C 3.166 1.244 0.917
C 3.900 1.185 -0.506
O 5.146 1.390 -0.501
I 2.967 0.743 -2.413
C 2.382 -1.334 1.011
C 1.307 -2.453 1.069
C 2.026 -3.873 1.133
O 1.510 -4.994 0.978
N 3.434 -3.484 1.402
C 3.788 -2.078 1.039
O 4.929 -1.635 0.780
H -1.396 -2.613 -1.340
H -3.120 -3.195 -1.566
H -2.879 -1.409 -1.212
H -3.244 -3.504 0.607
H -1.572 -3.254 2.270
H -0.954 -4.146 0.784
H -1.677 -0.242 0.915
H -0.570 3.728 2.297
H 3.949 0.889 1.691
H 2.856 2.290 1.248
H 3.472 -3.634 2.428
C 1.203 2.162 -9.037
O 1.887 1.878 -7.818
C 2.801 2.800 -7.471
O 3.068 3.800 -8.090
O 3.366 2.412 -6.316
C 4.365 3.304 -5.823
H 0.492 1.354 -9.216
H 0.648 3.099 -8.957
H 1.904 2.198 -9.873
H 3.935 4.286 -5.615
H 5.192 3.385 -6.531
H 4.750 2.892 -4.889
C -6.557 -1.190 6.430
O -5.132 -1.149 6.397
C -4.623 -0.567 5.298
O -5.258 -0.100 4.384
O -3.283 -0.595 5.395
C -2.604 -0.005 4.287
H -6.855 -1.679 7.358
H -6.972 -0.180 6.423
H -6.946 -1.772 5.591
H -2.861 1.052 4.195
H -2.835 -0.541 3.363
H -1.532 -0.084 4.471

Atoms 1-2, force components in eV/Å:
-0.5 0.1 -1.0
0.9 -1.3 -0.5

Output
- LUMO level (eV) = -1.570
- SMILES = CNCc1cc(C(F)(F)C(F)F)c(CC(=O)I)c2c1C(=O)NC2=O.COC(=O)OC.COC(=O)OC
- highest occupied orbital energy (eV) = -9.4

(2)
DFT (ωB97M-V/def2-TZVPD) results for a single C4H11N3 molecule.

Element x y z (Å)
N 0.004 1.043 2.156
C -0.226 0.926 0.788
C 0.698 0.528 -0.105
N 2.056 0.443 0.269
C 0.341 -0.341 -1.285
C -1.127 -0.613 -1.525
N -1.710 -1.499 -0.483
H -0.791 1.079 2.759
H 0.656 0.367 2.522
H -1.244 0.971 0.411
H 2.398 -0.515 0.310
H 2.377 0.934 1.085
H 0.769 0.031 -2.226
H 0.809 -1.329 -1.154
H -1.686 0.322 -1.673
H -1.373 -1.186 -2.422
H -1.931 -2.424 -0.800
H -1.117 -1.541 0.337

Atoms 1-2, force components in eV/Å:
0.5 0.7 0.3
-0.5 -0.9 -1.0

Output
- LUMO level (eV) = 1.021
- energy above the lowest of the compared OMol25 structures with the same formula, charge and spin (kcal/mol) = 45.5
- SMILES = N/C=C(\N)CCN
- highest occupied orbital energy (eV) = -7.3

(3)
DFT (ωB97M-V/def2-TZVPD) results for a single C4H4N2O molecule.

Element x y z (Å)
C 0.771 0.527 0.876
C 0.987 -0.149 -0.727
C -0.066 0.717 -0.295
C -1.411 -0.013 -0.416
N 1.317 -0.208 1.644
N 1.789 -0.962 -0.901
O 2.127 -1.005 1.985
H -0.145 1.748 -0.748
H -2.181 0.290 0.235
H -1.361 -1.061 -0.189
H -1.828 0.117 -1.465

Atoms 1-2, force components in eV/Å:
0.4 0.1 5.3
1.2 -1.3 -3.6

Output
- LUMO level (spin up / spin down) (eV) = 0.453 / 0.453
- energy above the lowest of the compared OMol25 structures with the same formula, charge and spin (kcal/mol) = 130.5
- highest occupied orbital energy (spin up / spin down) (eV) = -9.3 / -9.3

(4)
DFT (ωB97M-V/def2-TZVPD) results for a single C3H5NO2 molecule.

Element x y z (Å)
O 1.066 -0.774 1.990
C 0.355 -0.513 1.089
N -0.377 -1.294 0.199
C -0.765 -0.263 -0.799
C -0.035 0.740 0.248
O 1.431 0.941 -0.308
H -0.368 -2.387 0.195
H -1.821 -0.079 -0.724
H -0.472 -0.057 -1.865
H -0.493 1.799 0.386
H 1.479 1.888 -0.410

Atoms 1-2, force components in eV/Å:
0.5 -0.1 1.0
-2.4 0.1 -1.6

Output
- LUMO level (eV) = 0.757
- energy above the lowest of the compared OMol25 structures with the same formula, charge and spin (kcal/mol) = 64.3
- SMILES = O=C1NC[C@@H]1O
- highest occupied orbital energy (eV) = -10.0

(5)
DFT (ωB97M-V/def2-TZVPD) results for a single C4H4N2O3 molecule.

Element x y z (Å)
O -1.328 -2.462 -1.697
C -0.772 -1.600 -1.063
C -1.510 -0.575 -0.344
N -1.134 0.613 -0.105
N 0.117 0.982 -0.610
C 1.120 1.222 0.318
O 2.020 2.022 0.156
C 1.120 0.364 1.569
O 0.881 -0.819 1.565
H 0.350 -1.584 -1.014
H -2.479 -0.862 0.041
H 0.101 1.760 -1.251
H 1.514 0.938 2.437

Atoms 1-2, force components in eV/Å:
-0.2 0.2 0.2
1.8 -1.3 -1.0

Output
- LUMO level (eV) = -0.993
- energy above the lowest of the compared OMol25 structures with the same formula, charge and spin (kcal/mol) = 70.3
- SMILES = O=C/C=N\NC(=O)C=O
- highest occupied orbital energy (eV) = -9.8

(6)
DFT (ωB97M-V/def2-TZVPD) results for a single C8H18N2 molecule.

Element x y z (Å)
C -0.872 2.065 -1.333
N -0.034 0.886 -1.023
N -0.318 0.309 0.292
C -0.668 -1.087 0.343
C -0.418 -1.597 1.746
C -2.164 -1.151 -0.033
C 0.129 -1.906 -0.878
C 0.927 0.850 -0.017
C 1.065 2.025 0.814
C 2.284 0.200 -0.293
H -0.433 2.670 -2.086
H -1.778 1.700 -1.722
H -0.932 2.681 -0.465
H 0.423 -0.980 2.179
H -1.392 -1.748 2.250
H -0.045 -2.570 1.599
H -2.495 -2.153 -0.368
H -2.339 -0.273 -0.719
H -2.857 -1.045 0.876
H 0.068 -1.221 -1.743
H 1.142 -2.346 -0.654
H -0.503 -2.744 -1.092
H 0.097 2.447 1.227
H 1.550 2.804 0.193
H 1.549 1.808 1.734
H 2.492 -0.111 -1.296
H 2.493 -0.482 0.534
H 3.028 0.970 -0.066

Atoms 1-2, force components in eV/Å:
1.8 -0.7 1.0
-1.8 -0.1 -1.7

Output
- LUMO level (eV) = 0.936
- energy above the lowest of the compared OMol25 structures with the same formula, charge and spin (kcal/mol) = 83.8
- SMILES = CN1N(C(C)(C)C)C1(C)C
- highest occupied orbital energy (eV) = -8.5

(7)
DFT (ωB97M-V/def2-TZVPD) results for 10 unconnected molecules or ions with the total composition C40H96N4O10.

Element x y z (Å)
C -3.329 1.658 -4.689
C -3.512 0.317 -3.939
C -4.762 0.427 -2.978
C -3.858 -0.846 -4.965
C -2.646 -1.379 -5.798
C -1.591 -1.731 -4.767
C -1.230 -0.688 -3.792
C -0.368 -1.476 -2.689
C -0.327 0.301 -4.510
N -2.421 -0.104 -3.081
O -2.029 0.996 -2.211
H -4.348 1.992 -4.852
H -2.900 2.431 -4.049
H -2.784 1.585 -5.590
H -5.331 -0.510 -2.986
H -4.425 0.644 -1.941
H -5.354 1.266 -3.348
H -4.342 -1.605 -4.335
H -4.702 -0.540 -5.553
H -2.923 -2.219 -6.463
H -2.320 -0.579 -6.422
H -0.666 -2.002 -5.271
H -1.869 -2.641 -4.250
H 0.582 -1.669 -3.236
H -0.895 -2.303 -2.265
H -0.131 -0.886 -1.813
H 0.425 -0.225 -5.037
H 0.071 1.003 -3.772
H -0.888 0.834 -5.294
H -2.139 0.619 -1.312
C -1.190 -3.128 4.256
C -2.487 -2.361 4.644
C -3.645 -3.318 4.848
C -2.137 -1.721 6.021
C -3.202 -0.653 6.422
C -3.254 0.464 5.377
C -3.667 -0.160 4.005
C -5.188 -0.420 4.116
C -3.451 0.933 2.959
N -2.762 -1.274 3.728
O -3.127 -1.878 2.495
H -1.136 -4.008 4.922
H -1.327 -3.538 3.269
H -0.263 -2.599 4.267
H -4.497 -3.277 4.147
H -3.261 -4.358 4.787
H -4.172 -3.220 5.790
H -2.137 -2.469 6.820
H -1.076 -1.415 5.978
H -4.164 -1.187 6.429
H -3.035 -0.233 7.413
H -2.281 0.954 5.455
H -4.004 1.177 5.616
H -5.563 -0.894 5.020
H -5.549 -0.991 3.304
H -5.700 0.521 3.969
H -2.416 1.274 2.861
H -4.052 1.770 3.308
H -3.704 0.662 1.931
H -3.098 -1.188 1.823
C -3.255 4.182 -1.307
C -1.890 4.647 -0.954
C -1.612 5.979 -1.640
C -1.824 4.977 0.578
C -0.397 5.224 1.182
C 0.409 3.988 0.891
C 0.445 3.632 -0.596
C 1.416 4.623 -1.293
C 1.054 2.251 -0.690
N -0.930 3.540 -1.158
O -0.829 3.237 -2.531
H -3.527 3.215 -0.940
H -4.023 4.864 -1.001
H -3.297 4.175 -2.392
H -1.452 5.775 -2.684
H -2.438 6.691 -1.587
H -0.740 6.555 -1.328
H -2.401 5.887 0.743
H -2.329 4.145 1.085
H 0.057 6.123 0.745
H -0.554 5.365 2.226
H -0.029 3.112 1.392
H 1.389 4.046 1.304
H 2.485 4.425 -1.109
H 1.173 5.635 -0.964
H 1.307 4.550 -2.361
H 2.061 2.300 -0.320
H 1.108 1.796 -1.678
H 0.410 1.666 -0.073
H -1.222 2.346 -2.593
C 5.778 -0.060 -2.825
C 5.083 -0.262 -1.466
C 4.867 1.121 -0.786
C 3.687 -0.936 -1.797
C 3.946 -2.385 -2.269
C 4.666 -3.069 -1.095
C 6.051 -2.476 -0.788
C 6.486 -3.192 0.501
C 6.976 -2.803 -1.957
N 5.776 -1.117 -0.456
O 6.993 -0.403 -0.181
H 5.458 -0.791 -3.545
H 5.495 0.897 -3.232
H 6.877 0.059 -2.784
H 4.386 0.947 0.189
H 5.802 1.702 -0.619
H 4.206 1.710 -1.470
H 3.100 -0.962 -0.905
H 3.094 -0.325 -2.490
H 3.061 -2.938 -2.470
H 4.572 -2.383 -3.180
H 4.725 -4.128 -1.384
H 4.051 -3.083 -0.183
H 7.319 -2.655 0.973
H 6.839 -4.218 0.193
H 5.646 -3.453 1.158
H 6.744 -2.270 -2.888
H 7.061 -3.838 -2.088
H 7.945 -2.472 -1.621
H 7.569 -0.666 -0.926
C 0.744 1.916 4.292
O 1.915 1.763 3.440
H 0.982 2.109 5.340
H 0.191 2.754 3.970
H 0.183 0.970 4.304
H 2.145 0.828 3.490
C 0.566 -4.771 -0.700
O 0.125 -4.313 0.598
H 0.026 -5.687 -0.931
H 0.373 -4.024 -1.506
H 1.637 -4.997 -0.665
H -0.742 -4.730 0.674
C 4.197 -0.796 2.629
O 3.464 -0.600 3.857
H 4.112 0.027 1.880
H 5.258 -1.017 2.757
H 3.661 -1.611 2.196
H 3.912 0.028 4.451
C 0.827 -0.651 1.747
O 0.180 -1.276 0.707
H 0.156 0.118 2.105
H 1.180 -1.268 2.603
H 1.739 -0.155 1.320
H 0.218 -2.235 0.792
O -2.213 -0.330 0.057
H -1.293 -0.637 0.170
H -2.749 -1.088 -0.189
O -3.217 -3.991 -1.509
H -2.255 -3.856 -1.552
H -3.587 -3.118 -1.650

Atoms 1-2, force components in eV/Å:
-0.9 -0.1 1.7
-1.3 -0.3 -0.2

Output
- LUMO level (eV) = 0.345
- energy above the lowest of the compared OMol25 structures with the same formula, charge and spin (kcal/mol) = 0.0
- SMILES = CC1(C)CCCC(C)(C)N1O.CC1(C)CCCC(C)(C)N1O.CC1(C)CCCC(C)(C)N1O.CC1(C)CCCC(C)(C)N1O.CO.CO.CO.CO.O.O
- highest occupied orbital energy (eV) = -8.0

(8)
DFT (ωB97M-V/def2-TZVPD) results for 7 unconnected molecules or ions with the total composition C7H28O7.

Element x y z (Å)
C 2.191 2.468 2.122
O 2.383 1.960 3.441
H 2.756 1.946 1.349
H 1.147 2.298 1.860
H 2.551 3.495 2.078
H 3.120 2.385 3.886
C -1.824 -2.255 -3.931
O -1.628 -1.274 -4.931
H -2.777 -2.195 -3.405
H -1.790 -3.296 -4.251
H -0.976 -2.100 -3.263
H -1.953 -0.477 -4.506
C 2.012 -2.286 -3.256
O 1.588 -1.687 -2.093
H 2.634 -1.656 -3.892
H 2.743 -3.033 -2.945
H 1.242 -2.784 -3.845
H 2.405 -1.307 -1.761
C -2.649 -3.112 1.807
O -3.827 -3.827 1.785
H -2.018 -3.545 2.582
H -2.141 -3.211 0.848
H -2.686 -2.026 1.897
H -4.316 -3.564 1.002
C 1.445 3.887 -1.428
O 0.667 2.691 -1.224
H 0.759 4.727 -1.530
H 2.145 4.005 -0.600
H 2.059 3.744 -2.317
H 1.139 1.921 -1.551
C -0.093 -0.467 0.482
O -0.738 -1.166 -0.572
H 0.117 -1.192 1.267
H 0.822 0.061 0.210
H -0.771 0.253 0.941
H 0.013 -1.455 -1.095
C -1.256 2.024 3.958
O -0.396 2.314 5.041
H -1.104 1.039 3.516
H -2.304 2.143 4.233
H -1.090 2.763 3.175
H 0.400 1.792 4.917

Atoms 1-2, force components in eV/Å:
0.5 -0.1 0.4
-0.3 -0.5 -0.2

Output
- LUMO level (spin up / spin down) (eV) = -2.890 / -9.984
- energy above the lowest of the compared OMol25 structures with the same formula, charge and spin (kcal/mol) = 70.2
- multiplicity = 2
- net charge = +1
- highest occupied orbital energy (spin up / spin down) (eV) = -12.3 / -12.3

What did the fourth record say?
DFT (ωB97M-V/def2-TZVPD) results for a single C3H5NO2 molecule.

Element x y z (Å)
O 1.066 -0.774 1.990
C 0.355 -0.513 1.089
N -0.377 -1.294 0.199
C -0.765 -0.263 -0.799
C -0.035 0.740 0.248
O 1.431 0.941 -0.308
H -0.368 -2.387 0.195
H -1.821 -0.079 -0.724
H -0.472 -0.057 -1.865
H -0.493 1.799 0.386
H 1.479 1.888 -0.410

Atoms 1-2, force components in eV/Å:
0.5 -0.1 1.0
-2.4 0.1 -1.6

Output
- LUMO level (eV) = 0.757
- energy above the lowest of the compared OMol25 structures with the same formula, charge and spin (kcal/mol) = 64.3
- SMILES = O=C1NC[C@@H]1O
- highest occupied orbital energy (eV) = -10.0